C5H10O2 | wB97M-V/def2-TZVPD

Values from the calculation:
energy above the lowest of the compared OMol25 structures with the same formula, charge and spin = 299.9 kJ/mol

Last column: natural (NBO) charge in e.
CARTESIAN COORDINATES (ANGSTROEM)
O 1.05 -0.71 1.33  -0.68
O -1.32 -1.03 -0.46  -0.52
C -0.28 1.73 0.41  -0.60
C 1.00 -0.36 0.02  0.41
C 0.57 0.86 -0.40  -0.35
C 1.70 -1.34 -0.85  -0.66
C -2.21 -0.42 0.13  0.16
H 1.73 -1.00 -1.88  0.22
H -1.35 1.15 0.48  0.17
H 2.71 -1.50 -0.49  0.22
H -0.45 2.70 -0.05  0.23
H -3.01 0.09 -0.43  0.13
H 0.56 -0.08 1.86  0.48
H 0.05 1.85 1.44  0.20
H 0.59 1.04 -1.46  0.21
H -2.51 -0.70 1.16  0.13
H 1.18 -2.29 -0.81  0.23